Below is C34H88AsClF12N7O10S2Ti as an isolated structure, with properties calculated with wB97M-V/def2-TZVPD.

Structure (ORCA input):
```
! RIJCOSX wB97M-V def2-TZVPD def2/J DEFGRID3
* xyz 4 4
Ti -0.445 2.112 1.068
Cl 2.111 1.145 1.246
C 0.171 5.340 0.981
F 0.507 6.667 1.114
F 1.287 4.535 1.233
F -0.781 5.156 1.823
S -0.614 5.144 -0.780
O -1.812 6.032 -0.795
O 0.382 5.528 -1.772
N -0.859 3.472 -0.642
S -0.931 3.018 -2.099
O -2.026 3.613 -2.894
O 0.370 2.974 -2.734
C -1.555 1.179 -1.887
F -0.541 0.444 -1.449
F -2.645 1.233 -1.065
F -1.871 0.674 -3.119
C -4.575 -0.817 2.217
C -5.381 -0.680 0.967
N -5.191 -1.939 0.022
C -6.210 -1.883 -1.175
C -3.721 -1.823 -0.573
C -3.379 -2.761 -1.706
C -5.372 -3.308 0.757
C -6.700 -3.698 1.372
O -7.181 -2.854 2.436
C -8.365 -3.285 3.166
H -4.845 -1.744 2.723
H -4.627 -0.053 2.992
H -3.526 -0.862 1.923
H -5.056 0.183 0.386
H -6.455 -0.704 1.150
H -6.139 -2.782 -1.788
H -5.835 -1.074 -1.802
H -7.214 -1.708 -0.788
H -3.097 -2.163 0.254
H -3.531 -0.834 -0.991
H -4.006 -2.501 -2.559
H -3.624 -3.810 -1.539
H -2.359 -2.562 -2.036
H -4.612 -3.328 1.538
H -5.078 -3.911 -0.102
H -6.534 -4.711 1.738
H -7.468 -3.711 0.600
H -9.158 -3.294 2.418
H -8.778 -2.651 3.951
H -8.276 -4.303 3.544
C 2.314 -7.348 -4.612
C 2.272 -5.861 -4.042
N 3.673 -5.210 -3.546
C 4.014 -5.908 -2.179
C 4.755 -5.510 -4.591
C 6.063 -4.786 -4.430
C 3.587 -3.661 -3.328
C 2.220 -3.145 -2.848
O 1.833 -3.782 -1.653
C 0.696 -3.357 -0.920
H 1.355 -7.712 -4.980
H 2.793 -8.114 -4.002
H 2.693 -7.224 -5.626
H 1.571 -5.839 -3.208
H 2.001 -5.091 -4.764
H 4.090 -6.984 -2.340
H 3.114 -5.785 -1.577
H 4.954 -5.611 -1.713
H 4.276 -5.288 -5.544
H 4.945 -6.581 -4.671
H 6.129 -3.729 -4.689
H 6.982 -5.238 -4.803
H 6.284 -4.800 -3.363
H 3.737 -3.266 -4.333
H 4.320 -3.366 -2.577
H 1.511 -3.358 -3.648
H 2.303 -2.062 -2.752
H 0.739 -2.307 -0.629
H 0.493 -4.050 -0.103
H -0.168 -3.391 -1.584
C 3.741 1.623 -3.311
C 3.816 2.038 -1.815
C 5.101 1.476 -1.199
O 6.168 2.242 -1.490
C 7.516 1.751 -1.474
N 3.754 3.521 -1.673
H 2.779 3.708 -1.485
H 4.460 3.846 -1.029
H 4.071 3.959 -2.526
H 4.720 1.498 -3.774
H 3.188 2.337 -3.921
H 3.129 0.729 -3.429
H 3.017 1.514 -1.292
H 5.334 0.460 -1.518
H 5.041 1.438 -0.111
H 7.655 1.064 -0.640
H 8.208 2.566 -1.683
H 7.693 1.180 -2.386
C 1.770 2.500 5.509
C 2.257 3.673 4.671
C 2.794 4.874 5.468
O 3.390 5.825 4.523
C 3.832 7.028 5.080
N 3.398 3.092 3.832
H 3.996 3.844 3.519
H 3.996 2.544 4.433
H 3.098 2.423 3.138
H 2.280 2.012 6.339
H 1.427 1.644 4.928
H 0.878 2.870 6.014
H 1.450 3.993 4.012
H 3.634 4.414 5.988
H 2.072 5.347 6.135
H 4.393 7.728 4.461
H 4.572 6.866 5.864
H 2.934 7.499 5.478
C 4.445 -4.200 1.726
C 3.554 -2.881 1.281
C 2.203 -2.847 1.997
O 2.265 -2.853 3.409
C 1.182 -2.084 3.880
N 4.370 -1.638 1.712
H 5.127 -1.314 1.128
H 3.672 -0.914 1.627
H 4.688 -1.587 2.669
H 3.942 -5.063 1.290
H 4.593 -4.358 2.795
H 5.402 -4.161 1.207
H 3.386 -2.765 0.211
H 1.667 -3.759 1.735
H 1.568 -2.070 1.571
H 1.276 -2.136 4.964
H 0.136 -2.350 3.723
H 1.229 -1.015 3.671
C -7.193 5.271 -3.224
C -5.868 5.119 -2.446
C -6.105 4.312 -1.143
O -4.853 3.650 -0.775
C -4.917 3.080 0.601
N -4.685 4.651 -3.319
H -4.658 5.207 -4.161
H -3.750 4.821 -2.977
H -4.809 3.669 -3.519
H -7.620 4.372 -3.669
H -7.007 6.048 -3.965
H -7.953 5.629 -2.530
H -5.415 6.059 -2.132
H -6.923 3.594 -1.203
H -6.325 5.008 -0.333
H -3.876 2.992 0.914
H -5.598 2.246 0.766
H -5.319 3.798 1.316
As -1.940 1.849 4.036
F -1.561 2.419 5.655
F -0.576 0.600 4.113
F -2.332 1.257 2.364
F -3.163 3.129 3.929
F -0.778 3.129 3.359
F -3.050 0.631 4.841
*
```

M: 1205.47 g/mol
Kohn-Sham gap (alpha / beta): 0.1621 / 0.3137 Eh
Lowest unoccupied orbital energy (alpha / beta): -8.26 / -8.27 eV